1.
Entry from the OMol25 dataset: one molecule with the formula C7H5NO3S at a distorted geometry (wB97M-V/def2-TZVPD).

ORCA input file:
```
! wB97M-V def2-TZVPD RIJCOSX def2/J DEFGRID3
* xyz 0 1
S 1.2920 -2.9385 1.0600
O 0.8426 -3.6779 2.2248
O -0.4466 -0.6638 1.5112
O 1.4303 -3.5810 -0.2113
N -0.2859 2.8616 0.4319
C -0.3800 1.8955 1.3284
C -0.1777 2.6415 -0.8475
C -0.2754 -1.6471 0.7196
C -0.2641 1.3891 -1.4153
C -0.4070 0.5606 0.8351
C -0.1978 -1.1780 -0.7186
C -0.3555 0.3611 -0.5533
H 0.8212 -1.4884 -1.1905
H -0.0252 1.1476 -2.4175
H 0.0311 3.5653 -1.4862
H -0.9114 -1.5925 -1.4755
H -0.6905 2.3448 2.2048
*
```

Values from the calculation:
E_LUMO (spin up / spin down) ... -1.47 / -1.47 eV
Gap between HOMO and LUMO (spin up / spin down) ... 7.6 / 7.6 eV
E ... -25803.733 eV


2.
Entry from the OMol25 dataset: C7H5O5P as an isolated structure at a distorted geometry (wB97M-V/def2-TZVPD).

ORCA input file:
```
! wB97M-V def2-TZVPD RIJCOSX def2/J DEFGRID3
* xyz 0 1
P -2.4470 0.7785 -0.3824
O 1.7427 2.6980 0.1041
O -1.1052 1.8505 -0.3468
O 1.8178 -0.5524 1.0126
O 0.9094 -2.4763 -0.0923
O 2.0440 -0.6059 -1.0243
C 1.1261 -1.1760 -0.0254
C 0.0264 1.1255 -0.1932
C -0.1353 -0.2755 -0.1742
C 1.3685 1.5744 0.0499
C -3.2126 0.7390 1.1423
C -1.4324 -0.6974 -0.3424
C 2.3056 0.3478 0.0650
H -3.3818 -0.3117 1.3628
H -2.9099 0.9746 -1.6405
H 1.5482 -2.9933 0.2838
H 3.4115 0.6951 0.1455
H -1.6759 -1.6949 0.0557
*
```

Values from the calculation:
E_LUMO (spin up / spin down) ... -1.74 / -0.93 eV
Gap between HOMO and LUMO (spin up / spin down) ... 7.1 / 7.6 eV
E ... -26859.002 eV


3.
Entry from the OMol25 dataset: one molecule with the formula C7H6 at a distorted geometry (wB97M-V/def2-TZVPD).

ORCA input file:
```
! wB97M-V def2-TZVPD RIJCOSX def2/J DEFGRID3
* xyz 0 1
C -0.7513 1.4746 -0.0731
C -0.4680 0.3916 -1.0381
C -0.3809 0.5822 1.0721
C -2.1897 -1.2078 -0.0369
C -1.4770 -0.1337 0.1036
C 0.8162 -0.2911 -0.7416
C 0.9451 -0.1808 0.8440
H -0.9446 0.2869 -2.0471
H 0.9047 -1.1671 1.4308
H 1.8325 0.5380 1.0211
H 0.7645 -1.3528 -1.2870
H -0.7460 0.7537 2.0101
H 1.6945 0.3062 -1.2579
*
```

Values from the calculation:
E_LUMO ... -0.96 eV
Gap between HOMO and LUMO ... 7.9 eV
E ... -7347.369 eV


4.
Entry from the OMol25 dataset: C7H6 as an isolated structure at a distorted geometry (wB97M-V/def2-TZVPD).

ORCA input file:
```
! wB97M-V def2-TZVPD RIJCOSX def2/J DEFGRID3
* xyz 0 1
C -0.3608 0.4025 0.1110
C 1.6069 -0.0444 -0.2577
C -0.7857 -1.0191 -0.3187
C 0.8832 0.5172 0.9625
C 0.4054 -0.5764 -0.9929
C -1.7529 0.1364 -0.3325
C 0.8016 0.7289 -1.3769
H 2.6134 -0.4125 -0.3176
H 1.1657 1.5418 1.2002
H -2.5417 0.1100 0.4083
H -0.8624 -1.8879 0.3099
H 0.8653 -0.0794 1.8805
H -2.0380 0.5827 -1.2761
*
```

Values from the calculation:
E_LUMO ... 0.93 eV
Gap between HOMO and LUMO ... 9.3 eV
E ... -7348.281 eV


5.
Entry from the OMol25 dataset: a 23-piece molecular cluster, C7H60O23 overall at a distorted geometry (wB97M-V/def2-TZVPD).

ORCA input file:
```
! wB97M-V def2-TZVPD RIJCOSX def2/J DEFGRID3
* xyz 0 1
O 1.0402 -4.1504 -4.0998
O 1.3491 2.4706 1.3353
O -4.1487 2.7505 0.8438
O -1.8441 -6.2726 2.7989
O 2.9075 2.3576 -3.9298
O -4.9617 0.3282 1.4884
O 6.4421 -0.8812 0.0851
O 3.3207 -0.3254 -4.3874
O 4.8389 -1.2358 2.3327
O 3.3563 -3.2568 3.0769
O -2.3882 2.5927 -4.5951
O -3.8163 -1.5601 3.3456
O 3.6893 3.4711 -1.3778
O -1.2669 -0.8539 5.7192
O -1.3894 3.5466 1.0323
O -1.6981 3.6894 -1.9515
O -0.5027 0.1290 0.3777
O 3.1755 -2.7356 -2.6171
O -1.4400 0.3211 3.2520
O -2.7014 0.6239 -1.5691
O 3.8478 3.5704 1.4027
O 0.8547 -5.1954 -1.5968
O -5.1494 2.7945 -3.7366
C -2.9352 -0.6722 -2.0784
C -5.0075 3.2188 -2.3918
C -1.6866 1.6182 3.6963
C 4.2258 -3.5410 -2.2898
C -2.8983 -2.6658 2.9552
C 4.1571 0.0089 2.1100
C 0.6109 -0.7163 0.4338
H -2.1126 1.1066 -2.1538
H 3.6354 -0.1501 1.1662
H 3.4652 4.3829 -1.5641
H -1.2008 -0.2174 -0.1829
H -4.3595 1.8473 1.0804
H -5.8809 3.6121 -1.8716
H 0.5226 2.9518 1.3747
H -5.6575 3.4490 -4.2213
H 0.3217 -1.7651 0.4997
H 3.9170 -4.5161 -1.9130
H -1.0398 -5.9116 2.4261
H -1.3773 4.5036 1.0426
H -3.2096 2.2711 -4.2236
H -2.4717 -3.1600 3.8281
H -2.0849 -2.3122 2.3217
H 3.0194 0.5779 -4.2898
H -3.7480 2.6842 -0.0230
H -2.0750 -0.3716 5.8941
H -1.1673 -0.8182 4.7678
H -3.5509 -0.7881 -2.9704
H -4.4480 2.4185 -1.9074
H 3.4165 0.2261 2.8797
H 4.8004 -3.6002 -3.2142
H -2.4317 1.6642 4.4905
H -4.4293 -0.2707 2.0120
H 1.2836 -0.6679 -0.4225
H 2.6321 -3.4613 3.6685
H -3.4269 -3.4336 2.3903
H -3.7811 -1.5995 4.3042
H 3.4948 -1.9283 -3.0269
H 4.9126 0.7943 2.0882
H 1.1985 -0.4306 1.3063
H 3.5582 -4.0884 2.6482
H 0.9788 -3.9992 -5.0430
H -1.0126 0.3791 2.3944
H 3.6370 4.2791 2.0107
H -0.8786 2.3278 3.8743
H -5.8632 0.0472 1.6450
H -1.7307 -6.1843 3.7452
H -2.3057 3.3165 1.1860
H 3.3140 -0.4799 -5.3320
H -1.9303 2.9920 -3.8554
H -3.3705 -1.2822 -1.2869
H 1.3293 -4.4199 -1.2972
H -4.3397 4.0772 -2.3188
H 3.6475 3.4038 -0.4239
H 1.1499 1.6940 0.8123
H 4.9076 -2.9740 -1.6561
H 4.1692 -1.9213 2.2762
H 1.7316 -3.5571 -3.8062
H 3.2493 2.8629 1.6420
H -2.0182 -1.2207 -2.2935
H -1.4525 4.0714 -1.1090
H 0.8537 -5.1223 -2.5512
H 3.3810 2.9742 -4.4882
H -2.2779 4.3387 -2.3496
H -2.3399 2.0337 2.9290
H 5.9796 -1.1458 0.8803
H 2.8802 2.7825 -3.0725
H 6.6050 -1.7007 -0.3818
*
```

Values from the calculation:
E_LUMO ... -0.14 eV
Gap between HOMO and LUMO ... 10.0 eV
E ... -55322.937 eV


6.
Entry from the OMol25 dataset: a 25-piece molecular cluster, C7H64N14O25 overall at a distorted geometry (wB97M-V/def2-TZVPD).

ORCA input file:
```
! wB97M-V def2-TZVPD RIJCOSX def2/J DEFGRID3
* xyz 0 1
O 1.2109 5.5210 -0.1626
O 0.5016 -2.8265 -4.1951
O 3.3150 -3.2163 4.2035
O 2.0170 3.8909 -4.4963
O 2.2159 -0.3327 -1.6651
O 1.3588 0.8924 5.3690
O 0.3937 0.5720 -3.6728
O 2.0951 -5.0350 2.3873
O 0.8413 3.1193 1.4681
O 3.2823 -4.4266 -0.1759
O -0.5771 -3.4876 0.6847
O -1.4908 -0.2958 2.6163
O 3.2950 -1.8379 0.6607
O -2.0363 5.2038 -1.0381
O -9.3905 0.4777 0.6934
O -0.9586 -2.9108 3.5184
O 3.4947 -2.1290 -3.6466
O 0.0397 0.2068 0.2154
O -1.4061 -5.6605 2.7624
O -1.9833 3.1087 0.7278
O -3.5180 1.6057 2.3121
O 1.3588 -2.6777 6.3109
O 5.7242 -0.2995 -0.2917
O -2.8926 -0.9676 -0.1134
O -2.1469 0.7854 -2.2023
N 1.1156 -4.2576 -2.6075
N 0.1212 2.5352 3.5329
N 0.3679 1.9977 -5.4784
N -0.7163 -2.8456 -2.2469
N -8.3787 -1.3670 -0.0226
N 1.9885 3.4954 -2.1964
N 2.3233 2.4967 3.0196
N 3.2225 -0.4416 4.9501
N -0.1511 -0.2494 -5.7480
N -1.1451 3.6773 -2.4244
N -10.1057 -0.4955 -1.2177
N 1.3181 -0.4797 3.5580
N 2.6128 5.5549 -3.1090
N -1.1416 5.9136 -3.0541
C 0.2977 0.7585 -4.9019
C 2.2196 4.2273 -3.3388
C 1.0595 2.7798 2.5949
C 1.9145 0.0118 4.6734
C -1.5161 4.9621 -2.1420
C -9.1942 -0.3769 -0.1014
C 0.3374 -3.2330 -3.0334
H 4.1011 -1.3078 0.6193
H -3.8176 1.0304 1.6145
H 2.8827 6.1252 -3.8749
H -9.8693 -0.8689 -2.1256
H 0.2809 5.7863 -0.2331
H 0.3906 1.9611 4.3160
H 3.0826 -3.4863 0.0478
H -2.1002 0.4830 2.6228
H -2.2085 -1.2997 0.4778
H 3.7708 -1.3925 -4.1854
H -2.0370 -6.2639 3.1432
H -0.7458 -3.0483 -1.1928
H 3.4329 -0.0590 5.8543
H 2.4437 -5.0279 1.4893
H 0.0920 2.1193 -6.4051
H -10.5248 0.4135 -1.3918
H 0.7937 2.8264 -4.9483
H 2.7076 -2.4028 -4.1103
H -1.4019 0.4699 -2.7210
H -0.3913 -3.1010 1.5883
H 1.6000 -1.3809 3.2041
H 0.4528 -0.0749 3.2644
H -1.0287 3.0727 0.9481
H -1.4679 -4.8196 3.2823
H -0.1404 1.1700 0.2484
H 4.2371 -3.4255 4.2728
H -0.6257 -2.6758 4.3954
H 1.7727 4.0694 -1.3361
H 3.1169 2.4121 2.4467
H 1.5265 -0.0429 -2.3104
H -3.4836 -1.7476 -0.1987
H -1.5047 2.8404 -1.9631
H -1.2649 -2.0463 3.2291
H 1.7428 -2.9323 7.1678
H -0.0331 -0.2480 -6.7631
H 3.3783 -1.3564 4.6299
H -0.8517 2.4574 3.3068
H 5.6247 -0.3041 -1.2533
H 1.1609 -5.4223 2.4589
H 1.8664 -4.4459 -3.2288
H -0.7608 -4.4232 0.8244
H -1.3287 -2.0791 -2.5283
H 6.6391 -0.3905 -0.0805
H -0.1666 -1.0951 -5.2651
H -0.4849 5.5088 -3.7155
H 1.2387 4.9100 0.5642
H -1.0084 6.8521 -2.7490
H 1.9819 -3.0286 5.6139
H -2.0716 3.9444 0.2467
H -0.9388 -0.1445 1.8240
H 2.7227 -1.4267 0.0508
H -7.8648 -1.5444 0.8030
H 2.9366 -3.8734 3.5472
H 4.1982 -4.4850 -0.4797
H 0.9097 0.0742 -0.1870
H -3.1025 2.3392 1.8184
H 1.1388 -4.5865 -1.6599
H 2.4725 2.2171 3.9573
H 1.5193 2.6523 -2.2313
H -2.2395 0.2726 -1.4007
H 2.5892 -1.0569 -2.1823
H 2.8407 6.0701 -2.2403
H -8.6225 -2.1436 -0.5267
H -0.8527 3.4355 -3.3661
*
```

Values from the calculation:
E_LUMO ... -0.01 eV
Gap between HOMO and LUMO ... 9.7 eV
E ... -80358.280 eV


7.
Entry from the OMol25 dataset: C7H6AlN2O4 as an isolated structure at a distorted geometry (wB97M-V/def2-TZVPD).

ORCA input file:
```
! wB97M-V def2-TZVPD RIJCOSX def2/J DEFGRID3
* xyz 3 1
Al 0.0754 -0.2011 0.2848
O -0.6377 3.5178 -0.1309
O -2.5633 -2.1253 -0.0270
O 3.1905 -1.1578 -0.1105
O -0.0074 0.0058 -3.0177
N 0.0420 0.0068 2.1130
N 0.0288 0.0384 4.5829
C 1.1845 0.5519 5.3693
C -0.4138 2.4206 0.0555
C 2.0936 -0.8331 0.0722
C 0.0197 -0.0043 -1.8595
C 0.0685 0.0500 3.3052
C -1.6152 -1.4649 0.1000
C -1.1288 -0.5097 5.3039
H 1.3615 1.6192 5.1519
H -1.2805 -1.5597 5.0364
H 2.1029 -0.0134 5.1332
H -0.9044 -0.4191 6.3687
H -2.0303 0.0577 5.0561
H 0.9201 0.4195 6.4288
*
```

Values from the calculation:
E_LUMO ... -14.12 eV
Gap between HOMO and LUMO ... 7.1 eV
E ... -25090.117 eV


8.
Entry from the OMol25 dataset: C7H6As3Cl3Cu2F26O4Pt2 as an isolated structure at a distorted geometry (wB97M-V/def2-TZVPD).

ORCA input file:
```
! wB97M-V def2-TZVPD RIJCOSX def2/J DEFGRID3
* xyz 3 6
Pt -29.4395 24.0209 18.0978
Pt -26.5994 27.2853 20.2972
As -27.1384 21.2004 19.5203
As -31.9650 25.5834 17.3245
As -29.5948 25.2415 21.8546
Cu -30.7472 28.2999 19.8088
Cu -26.0504 23.3100 22.9416
Cl -33.1608 20.5945 24.3511
Cl -31.5619 22.1451 26.1740
Cl -30.3595 21.1218 23.7520
F -31.4615 24.3686 18.5388
F -25.8032 21.9380 18.5373
F -28.5403 23.4757 27.9746
F -33.3618 26.0683 18.2728
F -28.2286 26.3958 21.3845
F -26.6337 22.4323 20.7812
F -30.4807 25.0534 16.5006
F -28.3369 28.3158 29.4394
F -30.8012 26.3015 21.0579
F -29.6626 26.0566 23.4011
F -29.0121 23.0924 25.9880
F -29.7983 29.6748 28.6943
F -26.9145 24.7514 25.0358
F -27.5457 20.1141 18.1480
F -30.9065 26.7451 18.1882
F -28.3999 20.5054 20.5866
F -30.8934 24.1709 22.3658
F -28.3956 24.0759 22.4898
F -25.9455 20.0078 20.1948
F -28.3384 22.4170 18.8716
F -29.4224 24.4259 20.2235
F -32.9080 24.4118 16.3634
F -30.6186 26.9524 28.6901
F -30.4218 27.8454 26.6628
F -26.2089 23.3253 26.4412
F -32.2334 26.8360 16.0507
O -28.4427 28.6368 20.0753
O -26.7345 29.3415 20.9519
O -28.8755 26.3572 27.4131
O -28.4048 30.8261 20.8604
C -29.7926 27.4568 27.7644
C -28.5430 24.0310 26.7824
C -29.0404 28.6476 28.3526
C -31.8342 21.7814 24.4686
C -29.5343 25.2319 26.8332
C -27.0805 24.3419 26.3109
C -27.8984 29.6165 20.6449
H -29.8348 25.4338 25.8051
H -27.6063 31.1902 21.2495
H -26.6402 25.1238 26.9297
H -30.4586 24.9169 27.3176
H -28.2780 28.8869 27.6113
H -32.1109 22.6931 23.9391
*
```

Values from the calculation:
E_LUMO (spin up / spin down) ... -11.91 / -14.56 eV
Gap between HOMO and LUMO (spin up / spin down) ... 6.4 / 3.8 eV
E ... -402022.216 eV


9.
Entry from the OMol25 dataset: C7H6As3F26O7Pt as an isolated structure at a distorted geometry (wB97M-V/def2-TZVPD).

ORCA input file:
```
! wB97M-V def2-TZVPD RIJCOSX def2/J DEFGRID3
* xyz -2 4
Pt 0.4484 -0.8565 -1.2714
As -2.8430 0.2806 -3.1029
As -1.1042 -4.3540 -1.8115
As 2.5091 -2.2572 1.8774
F 1.8790 -1.0775 3.0347
F 2.3563 3.3547 2.3519
F 1.8375 -1.1605 0.5261
F -1.9605 2.7968 0.4293
F -2.8059 1.5114 -1.7630
F 2.8999 2.5594 4.3676
F 0.6432 4.1076 4.7209
F 0.5714 1.5519 -0.7761
F -2.8590 -3.9999 -1.9522
F -1.3482 -3.9635 -0.0244
F -1.3827 -6.1116 -1.4572
F -3.3955 -0.9729 -1.9061
F -4.6099 0.7114 -3.3428
F 0.9862 -3.1650 1.8362
F -0.8784 -4.6832 -3.5823
F 3.1986 -3.3123 0.5636
F -0.1494 3.0995 -2.0483
F -1.1451 -0.1614 -2.6288
F -2.2183 1.4122 -4.3599
F 0.6626 -4.6801 -1.5176
F -0.6652 4.4728 0.4478
F -0.7242 -2.6178 -2.0886
F -3.1146 -1.0114 -4.3704
F -0.1536 2.1789 4.5703
F 4.0138 -1.3207 1.8705
F 3.0837 -3.3317 3.2406
O -0.9648 -0.6710 0.3251
O 2.0683 -2.2586 -1.9235
O 2.0857 -0.3605 -2.5969
O 3.5136 -1.7564 -3.5735
O -2.9402 0.0683 1.1338
O -0.1687 2.6404 1.5475
O -2.1209 -2.0114 1.4377
C 2.6169 -1.4395 -2.7300
C 0.5431 3.1195 3.8898
C -0.3515 3.4323 2.6854
C 1.9024 2.6014 3.3755
C -0.6494 3.1538 0.3663
C 0.2348 2.7697 -0.8112
C -1.9758 -0.8567 1.0064
H -2.7080 0.8586 0.6408
H 1.9390 1.5829 2.9888
H 3.6723 -0.9606 -4.0864
H -0.1567 4.4822 2.4667
H 1.1406 3.3759 -0.8069
H -1.4125 3.2299 2.8315
*
```

Values from the calculation:
E_LUMO (spin up / spin down) ... 3.78 / 1.16 eV
Gap between HOMO and LUMO (spin up / spin down) ... 8.5 / 4.9 eV
E ... -278112.485 eV


10.
Entry from the OMol25 dataset: C7H6AsF8O11PSn2V2 as an isolated structure at a distorted geometry (wB97M-V/def2-TZVPD).

ORCA input file:
```
! wB97M-V def2-TZVPD RIJCOSX def2/J DEFGRID3
* xyz 1 2
Sn 4.7576 0.2439 2.5827
Sn -0.1751 2.8961 2.4065
As 2.2659 1.5879 -1.3743
V 0.5731 -0.9234 5.5493
V 1.4757 -2.2926 -1.1811
P 0.6520 -1.1509 1.8735
F 3.4316 1.3841 -0.0382
F 1.0422 2.5229 -0.3533
F 1.1365 1.7955 -2.7910
F 1.5033 0.0783 -0.7940
F 3.1796 3.0534 -1.9187
F 2.1522 -0.6497 1.6363
F 3.3431 0.5077 -2.4388
F -0.0933 0.1160 1.3299
O 0.7254 1.1708 4.8804
O -1.0310 -0.9708 5.7981
O 0.4776 -1.3098 3.3487
O -4.2429 1.8872 -3.5465
O -1.0079 -2.1196 -1.4948
O 2.4993 0.1859 5.1267
O 1.1776 -2.3933 5.6094
O 1.8357 -1.8533 -2.6938
O 2.4152 1.9938 3.9792
O 1.3327 -3.8902 -1.3424
O 0.5431 -2.2588 0.8526
C -1.3889 -0.3832 -3.0792
C -3.8534 0.2920 -1.8376
C -1.8151 -1.1610 -1.9616
C 1.9599 1.1864 4.7504
C -3.1069 -0.8024 -1.3732
C -3.4230 1.0132 -2.9412
C -2.2117 0.7084 -3.5086
H -0.4651 -0.5449 -3.6147
H -4.7322 0.5761 -1.2778
H -1.8410 1.3561 -4.2893
H -4.0588 2.1403 -4.4540
H -1.5244 -2.6764 -0.9076
H -3.5089 -1.3157 -0.5122
*
```

Values from the calculation:
E_LUMO (spin up / spin down) ... -7.59 / -7.56 eV
Gap between HOMO and LUMO (spin up / spin down) ... 3.0 / 3.1 eV
E ... -184778.664 eV


11.
Entry from the OMol25 dataset: C7H6BrNO as an isolated structure at a distorted geometry (wB97M-V/def2-TZVPD).

ORCA input file:
```
! wB97M-V def2-TZVPD RIJCOSX def2/J DEFGRID3
* xyz 0 1
Br 4.0408 0.3897 -0.1313
O -0.6032 -1.0993 -0.5603
N -2.5449 0.0082 -0.5804
C 0.8360 0.6308 0.2452
C -1.6028 0.9267 -0.1046
C 2.5084 -0.5539 0.2347
C -0.3509 0.1443 -0.0162
C 2.4409 -1.7940 0.6468
C -1.9609 -1.0897 -0.8258
C -2.0360 2.1857 -0.0842
H -3.0159 2.4242 -0.2820
H -2.3041 -1.9457 -1.1728
H 3.2258 -2.4244 1.0054
H 1.1644 1.4912 0.8247
H -1.3555 3.0081 0.1767
H 1.5579 -2.3021 0.6242
*
```

Values from the calculation:
E_LUMO ... 0.04 eV
Gap between HOMO and LUMO ... 8.7 eV
E ... -80931.236 eV


12.
Entry from the OMol25 dataset: an isolated ion of composition C7H6ClI3NO and charge +1 at a distorted geometry (wB97M-V/def2-TZVPD).

ORCA input file:
```
! wB97M-V def2-TZVPD RIJCOSX def2/J DEFGRID3
* xyz 1 1
I -3.1489 -1.1361 0.4112
I 1.3923 -2.6528 -0.6010
I 0.6943 -0.6480 5.1736
Cl 3.8239 -0.1818 1.0967
O 3.3692 -0.1840 3.5335
N -0.2442 -0.2941 -1.3503
C -1.3707 -0.9619 1.4081
C 1.3406 -0.1621 2.1228
C -1.0115 -0.5324 2.5977
C 1.0844 0.2866 0.6818
C 0.4482 -0.7234 -0.1969
C 0.4017 -0.5158 3.0144
C 2.7483 -0.1753 2.5327
H 0.2935 1.0944 0.8869
H -1.7065 -0.1890 3.3533
H -0.2598 -1.0702 -1.9254
H -1.2436 -0.0718 -1.1660
H 2.0274 0.7402 0.3865
H 0.2522 0.5016 -1.8423
*
```

Values from the calculation:
E_LUMO (spin up / spin down) ... -5.10 / -5.14 eV
Gap between HOMO and LUMO (spin up / spin down) ... 7.4 / 7.4 eV
E ... -47706.260 eV